# 1
65
Properties=species:S:1:pos:R:3 method="wB97M-V/def2-TZVPD" spin_multiplicity=1 molar_mass_g_mol=567.78 relative_energy_ev=0.3036 total_energy_ha=-1913.7572 homo_energy_ev="-6.9 / -5.8" total_charge=0
P -1.76919 -2.33034 -1.66289
P -1.70833 1.83636 -2.30406
C -2.81182 -0.88671 -2.34840
C -2.17964 0.19602 -3.27324
H -3.20619 -0.39753 -1.39464
H -3.70647 -1.34069 -2.80434
H -1.34856 -0.11046 -3.92055
H -2.97634 0.41839 -4.03884
C -3.09885 2.92073 -2.87307
H -3.65848 3.21101 -1.96274
H -3.79609 2.36967 -3.53986
H -2.80196 3.83171 -3.40316
C -0.34933 2.94578 -2.94668
H -0.48539 3.08091 -4.02688
H 0.69737 2.62289 -2.80420
H -0.42236 3.96148 -2.52835
C -2.48276 -3.79909 -2.54220
H -2.32161 -4.67160 -1.89926
H -1.99510 -4.00447 -3.49994
H -3.55518 -3.68730 -2.70570
C -0.10809 -2.63699 -2.40856
H 0.26808 -1.80575 -3.00998
H -0.08888 -3.50487 -3.10321
H 0.68027 -2.75290 -1.63106
Pb 1.89655 0.35385 -2.77434
C 1.41328 1.96151 -5.26964
C 0.09558 2.10294 -5.57156
C -0.76234 1.00140 -6.04370
C -0.16868 -0.44056 -6.06180
C 0.76351 -0.76918 -4.98468
C 2.10759 -0.58329 -4.78036
C 2.97707 0.09623 -5.81776
C 2.34756 1.38618 -6.29947
C 1.94298 -0.79960 -0.52817
H 1.95548 2.47510 -4.46913
H -0.38034 3.06836 -5.79120
H -1.04388 1.26738 -7.07211
H -1.73412 1.03987 -5.54018
H -1.05576 -1.10023 -5.92631
H 0.17797 -0.69209 -7.07477
H 0.27084 -1.55085 -4.42937
H 2.70715 -1.10878 -4.03849
H 3.16167 -0.54426 -6.68074
H 3.93250 0.27839 -5.34016
H 3.15149 2.10033 -6.56599
H 1.81769 1.22419 -7.25528
H 2.41070 -0.13438 0.27619
H 2.49893 -1.74192 -0.64929
H 0.93827 -1.02078 -0.16345
C 1.95974 1.66755 2.98265
Si 0.29958 1.45248 2.08742
C -0.61046 0.01466 2.99412
C -0.90680 2.88183 2.51729
C 0.32898 1.45923 0.23590
H 1.68516 1.87516 4.03070
H 2.59247 2.48597 2.60028
H 2.57455 0.75438 2.96926
H -0.21437 -0.04392 4.01415
H -1.68977 0.19882 3.06248
H -0.46854 -0.96815 2.53428
H -0.89888 3.70044 1.77936
H -1.94370 2.51181 2.58593
H -0.65172 3.32632 3.50043
H -0.64896 1.21811 -0.25368
H 0.78127 2.34677 -0.32003

---

# 2
70
Properties=species:S:1:pos:R:3 method="wB97M-V/def2-TZVPD" spin_multiplicity=3 molar_mass_g_mol=621.45 relative_energy_ev=0.5156 total_energy_ha=-2168.3537 homo_energy_ev="-16.1 / -16.1" total_charge=+3
Au 0.31577 -1.29273 -0.90445
P -1.76054 -1.85164 0.02246
P 1.57225 -1.02468 1.58955
P 2.14750 -2.26022 -1.91716
H -0.57147 3.78532 -2.93309
C -0.47607 2.77067 -3.35518
C -1.65184 1.91983 -3.16293
H -2.52802 2.58397 -3.11333
C -2.86368 -0.61189 0.75545
C -1.69366 -3.21934 1.21331
C -2.61160 -2.52975 -1.44302
C 2.90880 0.23689 1.70746
C 0.62078 -0.61527 3.11093
C 2.45949 -2.50848 2.19398
C 1.54546 -2.38379 -3.60911
C 2.38046 -3.90606 -1.22850
C 3.68563 -1.33377 -1.85245
H 0.13479 2.70616 -4.26699
H -1.77665 1.26597 -4.03615
H -3.00463 0.24883 0.09290
H -2.41839 -0.23173 1.68417
H -3.84141 -1.07393 0.96608
H -1.32242 -2.86231 2.17956
H -1.02071 -4.00317 0.85081
H -2.69632 -3.64246 1.35205
H -2.70653 -1.74726 -2.20865
H -3.60953 -2.91149 -1.19102
H -2.00824 -3.34696 -1.86423
H 3.69279 -0.09478 2.40762
H 2.49605 1.19571 2.05742
H 3.35406 0.38961 0.71592
H 1.14547 -0.98509 4.00967
H -0.37168 -1.08328 3.06130
H 0.44293 0.46656 3.21157
H 3.36859 -2.22344 2.74078
H 2.73538 -3.14957 1.35097
H 1.80637 -3.08544 2.86092
H 2.06171 -3.20382 -4.10930
H 1.74651 -1.45136 -4.14652
H 0.46253 -2.56605 -3.61240
H 2.39377 -4.61925 -2.06039
H 1.56398 -4.16063 -0.53700
H 3.34505 -3.96463 -0.70952
H 4.40539 -1.83601 -2.50952
H 4.08225 -1.32968 -0.82634
H 3.53088 -0.30300 -2.20272
C -1.08963 2.39641 -0.93256
C 0.34056 2.89551 -0.77127
C 1.35037 1.93020 -1.29463
C 1.02921 1.00947 -2.24891
C -0.25100 0.29256 -2.20021
C -1.41304 1.22809 -1.83970
O -1.92502 3.07936 -0.31699
H 0.22422 3.21113 0.30423
H 0.51947 3.85018 -1.31342
H 2.39852 2.08840 -0.97315
H 1.76399 0.70458 -3.02276
H -0.50137 -0.27748 -3.11094
H -2.31748 0.67492 -1.52710
C -3.41439 3.41656 4.17045
N -2.33818 3.72270 3.26950
C -1.32156 2.82277 3.05161
N -0.19713 3.45052 2.53510
O -1.40438 1.61238 3.32073
H -3.60180 2.33769 4.15000
H -4.30872 3.96090 3.85384
H -3.16798 3.72504 5.19778
H -2.11898 4.69838 3.10103
H 0.60711 2.82824 2.40847
H -0.33408 4.18498 1.85403

---

# 3
69
Properties=species:S:1:pos:R:3 method="wB97M-V/def2-TZVPD" spin_multiplicity=3 molar_mass_g_mol=688.47 total_energy_ha=-4783.2502 homo_energy_ev="-16.0 / -16.0" total_charge=+3
Au -0.70563 -1.15475 -1.97011
P 1.53452 -1.84064 -1.45084
P 0.40777 0.94582 0.03149
P -1.76480 0.58034 -3.13309
H -3.55561 -3.28808 -2.35583
C -2.74557 -3.20829 -3.07913
C -1.40128 -2.92217 -2.73434
H -1.03525 -3.43419 -1.84142
C 1.87622 -2.66666 0.13444
C 2.80967 -0.55405 -1.66602
C 2.09126 -3.04153 -2.69842
C -0.97163 1.71284 0.95662
C 1.61328 0.86027 1.42431
C 1.08854 2.42519 -0.84564
C -3.01208 -0.02397 -4.28872
C -0.48222 1.32114 -4.16995
C -2.54011 1.89330 -2.16323
H -2.86449 -3.78931 -4.00930
H -0.72735 -3.04588 -3.58816
H 1.25507 -3.57181 0.18537
H 1.62526 -2.04006 1.00321
H 2.93552 -2.96170 0.19446
H 2.89618 0.08188 -0.77773
H 2.55595 0.06198 -2.53852
H 3.77581 -1.04743 -1.85114
H 1.58760 -4.00392 -2.53587
H 3.17903 -3.17396 -2.62320
H 1.83633 -2.65447 -3.69299
H -0.58592 2.35397 1.75950
H -1.55911 0.90647 1.41125
H -1.63032 2.29564 0.30537
H 1.87746 1.88784 1.71789
H 2.52389 0.32356 1.14523
H 1.16209 0.32740 2.27105
H 1.29154 3.20670 -0.10245
H 0.38128 2.80576 -1.59007
H 2.02248 2.15581 -1.35272
H -3.05589 0.69079 -5.12519
H -3.97438 -0.07117 -3.76054
H -2.74368 -1.02278 -4.64806
H -0.99541 1.94097 -4.91466
H 0.07657 0.51660 -4.66830
H 0.19881 1.92842 -3.55981
H -3.22126 2.44643 -2.82602
H -1.77370 2.58156 -1.78173
H -3.11824 1.46752 -1.32984
C -4.41832 0.27538 1.23436
C -3.69437 -0.77853 0.65738
C -4.01326 -1.23218 -0.62182
C -5.07951 -0.65360 -1.33044
C -5.84061 0.34277 -0.73480
C -5.52666 0.80988 0.54707
Se -3.94104 1.12107 2.90388
H -3.62714 -0.19641 3.48466
H -2.88631 -1.23889 1.22185
H -3.43582 -2.05654 -1.05765
H -5.33625 -1.00540 -2.34029
H -6.70370 0.77863 -1.25836
H -6.10464 1.61024 1.01754
C 1.27093 -3.51181 4.88993
S 0.09560 -2.77176 3.71942
C -1.03025 -1.92865 4.88024
O 0.82347 -1.65990 3.01847
H 1.02075 -4.57436 4.97926
H 1.19065 -3.00800 5.85997
H 2.27889 -3.39821 4.47043
H -0.42757 -1.35010 5.58624
H -1.70040 -1.27262 4.30377
H -1.61849 -2.70354 5.38939

---

# 4
73
Properties=species:S:1:pos:R:3 method="wB97M-V/def2-TZVPD" spin_multiplicity=1 molar_mass_g_mol=442.35 smiles="CCCCOC1=C(B(C)O)C(=O)OC1=O.CCO.CCO.CCO.CCO.CCO" total_energy_ha=-1526.9907 homo_energy_ev=-9.7 total_charge=0
C 5.52500 -1.47972 0.59879
C 5.34761 -0.22610 -0.27526
C 4.01734 0.53256 -0.04541
C 3.14556 0.36898 -1.27048
O 1.89482 1.09226 -1.26467
C 1.36088 1.47580 -0.11357
C 0.57421 0.80122 0.73733
B 0.10571 -0.69320 0.72746
C 0.92398 -1.84944 0.06435
O -1.13387 -0.95275 1.28581
C 0.21743 1.77580 1.79798
O -0.53726 1.69055 2.71775
O 0.94127 2.95870 1.60145
C 1.52412 2.89526 0.36502
O 2.03633 3.81873 -0.18364
H 6.36616 -1.38321 1.28043
H 5.68576 -2.36516 -0.01366
H 4.63738 -1.67568 1.20072
H 6.16281 0.46767 -0.08480
H 5.40671 -0.51236 -1.32529
H 4.21904 1.58836 0.13782
H 3.53497 0.11674 0.84010
H 2.94874 -0.68145 -1.46560
H 3.69478 0.74657 -2.13122
H 0.98939 -1.67970 -1.01510
H 0.40289 -2.79466 0.21100
H 1.94312 -1.94236 0.44589
H -1.11742 -1.38822 2.14381
C 0.48085 3.28120 6.34671
C -1.01558 3.03109 6.36601
O -1.64970 3.46504 5.16968
H 0.68678 4.34126 6.19598
H 0.94286 2.96518 7.28334
H 0.95143 2.72929 5.52984
H -1.48731 3.59136 7.17301
H -1.22171 1.96814 6.53430
H -1.25970 2.97290 4.43767
C -3.43472 5.14659 2.69877
C -2.16487 5.93428 2.44444
O -1.88065 6.83764 3.50646
H -4.28741 5.81584 2.81972
H -3.64268 4.45710 1.87819
H -3.32719 4.56688 3.61750
H -2.25275 6.54255 1.54432
H -1.31863 5.25121 2.30535
H -1.77989 6.30828 4.30609
C -1.78319 0.28899 -3.09811
C -2.84526 -0.79283 -3.08222
O -2.71602 -1.63896 -1.94121
H -0.78781 -0.15839 -3.08804
H -1.87133 0.92764 -3.97754
H -1.87524 0.92053 -2.21048
H -2.74912 -1.44360 -3.95101
H -3.84514 -0.34736 -3.10507
H -2.80886 -1.08875 -1.15508
C 0.81384 -3.73725 -4.00937
C 2.09895 -2.95974 -4.21959
O 2.57433 -2.37136 -3.00841
H 0.03948 -3.09107 -3.59321
H 0.45219 -4.15327 -4.95038
H 0.96998 -4.56395 -3.31220
H 1.93742 -2.12752 -4.90323
H 2.87187 -3.60379 -4.65055
H 2.74045 -3.08391 -2.38148
C -3.35184 -5.29958 -3.50595
C -4.70320 -5.31463 -2.81964
O -4.58408 -5.15304 -1.41157
H -2.71215 -6.09013 -3.11204
H -3.44807 -5.43292 -4.58474
H -2.85229 -4.34546 -3.31802
H -5.20678 -6.26873 -2.97182
H -5.34544 -4.52813 -3.23161
H -4.15363 -4.30523 -1.25163

---

# 5
77
Properties=species:S:1:pos:R:3 method="wB97M-V/def2-TZVPD" spin_multiplicity=1 molar_mass_g_mol=731.71 total_energy_ha=-4730.1780 homo_energy_ev=-5.3 total_charge=0
O -3.44678 0.01286 3.28345
O -3.76755 -0.85101 2.27997
C -2.93810 -0.51159 1.11778
Ga -1.64229 -2.09598 0.66302
C 0.24362 -1.16898 0.36442
C 0.27769 -0.11362 -0.78287
C 1.61568 0.65507 -1.03855
C 2.85582 0.30877 -0.14810
C 2.86082 -0.73101 1.00745
C 1.50561 -1.53017 1.28640
H -2.53244 -0.15070 3.62060
H -2.30395 0.40962 1.41684
H -3.53182 -0.22873 0.17962
H -2.00344 -2.78229 -0.75053
H -1.56514 -3.19331 1.82227
H -0.67739 0.08562 -1.39161
H 1.60810 1.43473 -1.86870
H 3.83026 0.85796 -0.36578
H 3.76443 -0.97371 1.69068
H 1.34447 -2.32989 2.12470
Na -4.63538 1.78920 4.14279
Cs 0.89963 -4.05006 0.49523
Cl 2.08727 -2.31266 4.28196
C 7.14000 -5.07160 -1.43318
C 5.69494 -5.22988 -0.92369
O 4.87959 -5.01172 -1.93322
H 7.32846 -4.06490 -1.81909
H 7.84544 -5.24390 -0.61215
H 7.37310 -5.79249 -2.22175
H 5.63095 -4.54116 -0.03441
H 5.66293 -6.22182 -0.43430
Ca 4.72262 -2.86227 2.22643
C -10.45603 3.30055 1.47379
C -9.80584 4.47214 2.20501
C -8.64132 5.10911 1.42387
O -7.42835 4.35705 1.46401
C -7.36758 3.29556 0.52541
N -9.38097 4.03068 3.54578
H -9.84732 2.38938 1.51701
H -11.41907 3.06040 1.92490
H -10.63767 3.54526 0.41350
H -10.57747 5.24072 2.32820
H -8.40475 6.07046 1.89553
H -8.92404 5.33519 0.38963
H -7.87693 3.54186 -0.40980
H -7.78668 2.38564 0.95882
H -6.31400 3.09973 0.30426
H -9.03110 4.83921 4.06151
H -8.55154 3.44857 3.42159
C 10.25276 -1.59328 -0.49192
C 10.31809 -3.07504 -0.74100
O 9.70458 -3.88056 -0.05118
N 11.08908 -3.51439 -1.77153
C 11.88307 -2.73196 -2.69449
H 9.60052 -1.39720 0.35994
H 11.24786 -1.20650 -0.26064
H 9.84165 -1.08335 -1.36661
H 11.08282 -4.51932 -1.87621
H 11.52765 -2.93227 -3.70743
H 12.92303 -3.05509 -2.61157
H 11.81798 -1.66495 -2.49243
C -14.27095 2.48816 1.20369
O -13.97005 3.81949 1.58070
H -14.37536 1.87984 2.10527
H -15.21120 2.46869 0.64314
H -13.46080 2.09036 0.58916
H -13.88222 4.33061 0.76562
C 6.94905 0.26032 -4.24221
C 7.69569 0.62049 -2.97337
O 9.06196 0.23619 -3.08014
H 7.01125 -0.81418 -4.43175
H 5.89672 0.54536 -4.17048
H 7.39128 0.76315 -5.10719
H 7.26466 0.09943 -2.11546
H 7.64709 1.69758 -2.78380
H 9.43909 0.70701 -3.83493
F -12.08965 3.37609 -0.14730

---

# 6
81
Properties=species:S:1:pos:R:3 method="wB97M-V/def2-TZVPD" spin_multiplicity=5 molar_mass_g_mol=627.54 relative_energy_ev=0.0000 total_energy_ha=-3406.5838 homo_energy_ev="-9.1 / -10.1" total_charge=+1
Cr -0.06035 -0.09326 -0.01808
C 2.77952 -1.64830 -0.22243
O 2.30507 -1.24003 -1.49798
O 1.56475 -1.47320 0.52003
C 3.43012 -3.07496 -0.09582
F 4.47571 -3.08620 -0.98200
F 3.94436 -3.43132 1.07583
F 2.51310 -3.95792 -0.49903
C 3.26053 -0.85233 -2.50141
C 2.48097 -0.71518 -3.81498
H 1.78239 0.09441 -3.60371
H 3.03416 -0.39674 -4.69855
H 1.99825 -1.67805 -3.98216
H 4.06764 -1.56594 -2.66699
H 3.58486 0.16507 -2.28280
H 3.49431 -1.00847 0.29506
C -1.51800 -0.06013 -4.03128
C -0.91058 -1.17688 -3.05986
O -0.69624 -0.90125 -1.88959
N -0.57646 -2.35272 -3.54784
C 0.04876 -3.43764 -2.79317
H -0.82325 0.47763 -4.67644
H -2.19742 0.70124 -3.64815
H -2.05096 -0.69624 -4.73799
H -0.96474 -2.62129 -4.44071
H 0.47342 -4.20887 -3.43579
H -0.69063 -3.88702 -2.13025
H 0.86250 -3.03635 -2.18910
C -1.26929 -3.69879 0.97950
C -2.11825 -2.41736 0.87526
O -1.61124 -1.28522 0.76298
N -3.40617 -2.64224 1.08220
C -4.32238 -1.52580 1.06663
H -0.51427 -3.82836 0.20409
H -1.82018 -4.58697 0.67005
H -0.96878 -3.95797 1.99470
H -3.72915 -3.59494 0.99194
H -5.34645 -1.86919 0.92014
H -4.04038 -0.80295 0.30108
H -4.32489 -1.05056 2.04757
C -3.48567 2.15517 -1.50416
C -2.33089 2.30893 -0.53737
O -1.59760 1.34440 -0.31193
N -2.19857 3.49910 0.01101
C -1.14618 3.89920 0.91933
H -4.33235 2.77037 -1.19956
H -3.77562 1.12634 -1.71756
H -3.12820 2.61878 -2.42360
H -2.83131 4.22637 -0.29033
H -0.20011 3.88315 0.37823
H -1.04625 3.25569 1.79341
H -1.35198 4.93429 1.19198
C 1.01140 3.02259 -2.75305
C 1.40588 2.63534 -1.32191
O 1.04248 1.56211 -0.81408
N 2.27657 3.45995 -0.73952
C 2.82050 3.18870 0.66807
H 1.03350 4.10953 -2.83167
H 0.05147 2.59337 -3.04010
H 1.73472 2.60308 -3.45229
H 2.56167 4.26195 -1.28322
H 3.08081 2.18277 0.99739
H 2.13655 3.52456 1.44749
H 3.77732 3.70931 0.70760
C 0.21729 -1.28632 5.23482
O 0.21091 -0.88892 3.93307
P 0.07561 0.67989 3.49940
O -0.04154 0.87737 2.04036
O -1.21426 1.20753 4.33406
C -2.47250 0.57682 4.02282
O 1.39547 1.33467 4.17634
C 2.66423 1.07144 3.53768
H 0.11034 -0.45844 5.93573
H 1.13109 -1.80106 5.53165
H -0.54012 -2.02433 5.49899
H -2.94350 0.33421 4.97540
H -2.30179 -0.27794 3.36835
H -3.10367 1.27543 3.47357
H 3.36712 0.63839 4.24938
H 3.21728 1.95350 3.21486
H 2.57990 0.33510 2.73844